1.
Molecular formula: C25H28F3N2O4Sb2V
Method: DFT, ωB97M-V with the def2-TZVPD basis set

Each line ends with the Löwdin charge.
Geometry (Å):
V -0.301 -0.155 -0.288  0.526
C -1.363 -1.407 3.458  -0.266
Sb -0.519 0.275 2.471  1.399
C 1.298 0.665 3.493  -0.256
C -1.767 1.947 2.978  -0.267
C -0.982 3.227 2.924  -0.301
C -0.327 3.651 4.078  -0.045
C 0.401 4.829 4.106  -0.034
C 0.477 5.614 2.966  -0.034
C -0.178 5.208 1.814  -0.041
C -0.907 4.023 1.769  -0.296
C -1.602 3.660 0.487  -0.259
Sb -0.324 2.520 -0.822  1.428
C -0.988 2.908 -2.797  -0.255
C 1.611 3.375 -0.676  -0.246
H -1.381 -1.192 4.525  0.034
H -0.755 -2.291 3.281  0.018
H -2.379 -1.576 3.109  0.021
H 1.065 0.800 4.548  0.036
H 1.754 1.576 3.112  0.019
H 1.978 -0.177 3.381  0.020
H -2.105 1.740 3.994  0.086
H -2.640 1.921 2.330  0.063
H -0.418 3.063 4.985  0.125
H 0.887 5.145 5.020  0.125
H 1.021 6.549 2.981  0.124
H -0.151 5.846 0.937  0.125
H -1.845 4.551 -0.094  0.084
H -2.523 3.097 0.614  0.063
H -0.981 3.987 -2.949  0.036
H -1.999 2.533 -2.936  0.025
H -0.312 2.445 -3.513  0.016
H 1.531 4.434 -0.918  0.036
H 2.275 2.887 -1.387  0.021
H 1.998 3.271 0.335  0.020
F 4.127 -3.486 -4.195  0.190
C 4.582 -2.437 -3.510  -0.600
F 5.085 -1.550 -4.366  0.193
F 5.536 -2.837 -2.679  0.188
C 3.424 -1.802 -2.745  -0.032
C 2.366 -1.250 -3.459  0.066
C 1.319 -0.696 -2.765  -0.071
N 1.295 -0.678 -1.411  -0.096
C 2.325 -1.219 -0.730  -0.090
C 3.410 -1.787 -1.362  0.062
H 2.366 -1.254 -4.542  0.154
H 0.474 -0.255 -3.277  0.128
H 2.266 -1.201 0.356  0.126
H 4.219 -2.217 -0.788  0.150
O -4.146 -1.155 -1.912  0.387
C -3.425 -1.978 -1.681  -0.002
O -1.716 -0.606 -0.808  -0.393
C -2.830 -3.241 -1.530  -0.140
C -3.747 -4.312 -1.641  0.064
C -3.278 -5.610 -1.543  0.027
C -1.926 -5.851 -1.340  0.097
C -1.054 -4.774 -1.238  -0.086
C -1.465 -3.473 -1.334  0.067
N 0.394 -5.002 -1.007  -0.324
O 0.778 -6.136 -1.006  0.182
O 1.079 -4.004 -0.829  0.059
H -4.800 -4.121 -1.803  0.153
H -3.971 -6.436 -1.626  0.145
H -1.541 -6.860 -1.260  0.152
H -0.692 -2.720 -1.285  0.094

Values from the calculation:
- Energy relative to the best compared isomer or geometry (same formula, charge and spin): 30.4 kJ/mol
- DFT total energy: -84434.6161 eV
- Frontier orbital gap (spin up / spin down): 5.92 / 6.33 eV
- Charge: +3
- LUMO (spin up / spin down): -10.282 / -9.898 eV
- Multiplicity: 2

2.
Molecular formula: C25H28Ge2N3Sn
Method: DFT, ωB97M-V with the def2-TZVPD basis set

Each line ends with the Löwdin charge.
Geometry (Å):
Sn -0.485 0.442 1.889  1.221
N -3.888 0.672 1.020  0.153
C -3.439 -0.631 1.111  -0.265
C -4.394 -1.651 1.030  0.030
C -3.992 -2.961 1.088  0.005
C -2.629 -3.260 1.192  -0.011
C -1.754 -2.218 1.268  -0.140
N -2.142 -0.914 1.250  -0.080
C -3.259 1.901 1.077  -0.267
C -4.060 3.042 0.971  0.029
C -3.481 4.283 1.022  0.004
C -2.092 4.394 1.154  -0.015
C -1.369 3.242 1.249  -0.145
N -1.935 2.003 1.223  -0.084
H -4.888 0.741 0.904  0.155
H -5.441 -1.398 0.925  0.134
H -4.727 -3.754 1.053  0.135
H -2.270 -4.278 1.217  0.129
H -0.686 -2.391 1.343  0.058
H -5.131 2.935 0.851  0.134
H -4.097 5.170 0.963  0.135
H -1.599 5.353 1.187  0.129
H -0.289 3.270 1.344  0.097
C 4.076 -2.395 -0.364  -0.220
Ge 2.572 -2.072 0.825  0.688
C 3.022 -1.355 2.583  -0.244
C 1.502 -3.693 1.041  -0.244
Ge 1.246 -0.244 -0.241  0.827
C 2.176 1.454 -0.308  -0.387
C 1.575 2.622 -0.788  -0.138
C 2.303 3.799 -0.871  -0.063
C 3.635 3.822 -0.474  -0.047
C 4.239 2.671 0.011  -0.049
C 3.510 1.494 0.106  -0.115
C 0.310 -0.678 -1.869  -0.368
C -0.505 0.220 -2.566  -0.111
C -1.078 -0.154 -3.770  -0.061
C -0.845 -1.424 -4.288  -0.049
C -0.047 -2.326 -3.599  -0.055
C 0.516 -1.961 -2.384  -0.122
H 4.662 -3.209 0.066  0.038
H 4.711 -1.518 -0.470  0.022
H 3.723 -2.699 -1.348  0.026
H 3.553 -2.113 3.159  0.038
H 2.112 -1.100 3.129  -0.009
H 3.650 -0.468 2.517  0.020
H 2.202 -4.529 1.080  0.039
H 0.818 -3.868 0.211  0.013
H 0.952 -3.680 1.983  0.022
H 0.544 2.615 -1.121  0.079
H 1.839 4.698 -1.257  0.114
H 4.203 4.740 -0.544  0.119
H 5.278 2.689 0.314  0.119
H 3.991 0.602 0.488  0.070
H -0.684 1.216 -2.183  0.082
H -1.699 0.545 -4.315  0.114
H -1.288 -1.710 -5.232  0.118
H 0.138 -3.311 -4.008  0.117
H 1.135 -2.672 -1.848  0.074

Values from the calculation:
- DFT total energy: -149699.2074 eV
- Frontier orbital gap (spin up / spin down): 7.30 / 6.13 eV
- Charge: +2
- LUMO (spin up / spin down): -6.271 / -8.275 eV
- Multiplicity: 2

3.
Molecular formula: C25H28N2O
Method: DFT, ωB97M-V with the def2-TZVPD basis set

Each line ends with the Löwdin charge.
Geometry (Å):
O -1.361 -1.366 1.641  0.068
C -1.830 -0.534 0.894  -0.465
N -2.996 -0.729 0.233  0.069
H -3.403 0.026 -0.297  0.128
C -3.827 -1.890 0.437  -0.163
H -4.067 -2.338 -0.533  0.124
H -3.240 -2.596 1.028  0.120
C -5.126 -1.530 1.177  -0.130
C -5.927 -0.546 0.373  -0.252
C -5.792 0.821 0.588  -0.060
C -6.485 1.730 -0.193  -0.085
C -7.321 1.283 -1.201  -0.095
C -7.463 -0.077 -1.423  -0.084
C -6.768 -0.983 -0.643  -0.045
H -6.882 -2.044 -0.818  0.114
H -8.117 -0.431 -2.206  0.102
H -7.863 1.991 -1.810  0.100
H -6.373 2.789 -0.012  0.102
H -5.147 1.174 1.381  0.112
H -4.870 -1.106 2.149  0.120
H -5.698 -2.445 1.335  0.117
C -1.190 0.823 0.598  -0.235
C -0.805 0.952 -0.880  -0.133
C 0.357 0.021 -1.213  -0.185
N 1.507 0.380 -0.408  -0.182
C 1.211 0.163 1.000  -0.181
C 0.058 1.054 1.451  -0.125
H 0.357 2.100 1.364  0.118
H -0.164 0.838 2.497  0.120
H 2.106 0.405 1.579  0.123
H 0.949 -0.889 1.192  0.123
C 2.712 -0.325 -0.803  -0.152
C 3.961 0.388 -0.343  -0.147
C 3.895 1.710 0.016  -0.036
C 5.028 2.408 0.452  -0.070
C 6.237 1.778 0.522  -0.041
C 6.360 0.426 0.139  -0.167
C 7.608 -0.230 0.182  -0.039
C 7.733 -1.532 -0.210  -0.087
C 6.608 -2.233 -0.667  -0.083
C 5.383 -1.627 -0.716  -0.028
C 5.213 -0.284 -0.310  -0.113
H 4.534 -2.184 -1.080  0.101
H 6.715 -3.260 -0.984  0.101
H 8.692 -2.028 -0.176  0.101
H 8.469 0.324 0.530  0.110
H 7.118 2.303 0.863  0.108
H 4.934 3.447 0.733  0.102
H 2.943 2.214 -0.040  0.109
H 2.735 -0.382 -1.897  0.136
H 2.702 -1.359 -0.416  0.125
H 0.620 0.134 -2.269  0.122
H 0.047 -1.028 -1.045  0.134
H -1.651 0.727 -1.532  0.108
H -0.488 1.979 -1.070  0.122
H -1.940 1.587 0.840  0.145

Values from the calculation:
- Energy relative to the best compared isomer or geometry (same formula, charge and spin): 0.0 kJ/mol
- DFT total energy: -31408.4978 eV
- Structure (SMILES): O=C(NCCc1ccccc1)C1CCN(Cc2cccc3ccccc23)CC1
- Frontier orbital gap: 8.68 eV
- LUMO: 0.693 eV

4.
Molecular formula: C25H28N2O2
Method: DFT, ωB97M-V with the def2-TZVPD basis set

Each line ends with the Löwdin charge.
Geometry (Å):
C 0.490 3.587 0.354  -0.124
N 1.732 3.164 0.990  -0.327
C 2.893 3.575 0.189  -0.128
C 1.879 3.684 2.353  -0.115
H -0.374 3.172 0.882  0.055
H 0.416 4.691 0.338  0.082
H 0.461 3.229 -0.683  0.081
H 3.821 3.249 0.680  0.079
H 2.849 3.149 -0.824  0.072
H 2.928 4.685 0.098  0.084
H 2.846 3.355 2.757  0.081
H 1.876 4.796 2.344  0.084
H 1.069 3.333 3.007  0.068
C -1.968 2.312 5.127  -0.056
C -1.619 1.988 3.813  -0.004
C -1.517 0.647 3.476  -0.092
C -1.790 -0.360 4.417  -0.095
C -2.145 -0.047 5.721  0.003
C -2.227 1.301 6.077  -0.058
C -1.613 -1.699 3.803  -0.296
O -1.850 -2.785 4.320  0.092
C -1.140 -1.419 2.406  -0.063
C -1.060 -2.396 1.470  0.055
C -0.609 -2.318 0.113  -0.205
C 0.485 -1.500 -0.225  0.015
C 0.830 -1.268 -1.537  -0.137
C 0.117 -1.909 -2.592  -0.094
N 0.467 -1.688 -3.892  -0.082
C 1.713 -0.985 -4.200  -0.155
C 1.958 0.172 -3.238  -0.171
C 1.945 -0.318 -1.799  -0.150
C -0.088 -2.524 -4.955  -0.159
C -1.555 -2.851 -4.704  -0.171
C -1.725 -3.494 -3.332  -0.158
C -0.946 -2.806 -2.262  -0.148
C -1.240 -3.033 -0.932  0.021
C -1.109 0.051 2.181  -0.269
O -0.844 0.654 1.136  0.088
H -2.034 3.358 5.415  0.104
H -1.427 2.731 3.040  0.108
H -2.339 -0.853 6.427  0.123
H -2.494 1.578 7.095  0.104
H -1.445 -3.370 1.775  0.133
H 1.078 -1.055 0.572  0.136
H 2.568 -1.688 -4.148  0.133
H 1.645 -0.624 -5.235  0.120
H 2.921 0.633 -3.465  0.112
H 1.180 0.933 -3.378  0.121
H 1.873 0.529 -1.105  0.113
H 2.898 -0.816 -1.564  0.128
H 0.029 -1.987 -5.906  0.119
H 0.480 -3.472 -5.043  0.133
H -2.155 -1.934 -4.766  0.121
H -1.916 -3.534 -5.478  0.113
H -2.785 -3.512 -3.058  0.119
H -1.416 -4.548 -3.385  0.124
H -2.018 -3.763 -0.669  0.130

Values from the calculation:
- Energy relative to the best compared isomer or geometry (same formula, charge and spin): 170.2 kJ/mol
- DFT total energy: -33454.4515 eV
- Structure (SMILES): O=C1C(=Cc2cc3c4c(c2)CCCN4CCC3)C(=O)c2ccccc21.CN(C)C
- Frontier orbital gap: 6.78 eV
- LUMO: -0.477 eV